No. 1
Below is a cluster of 11 separate species, C55H130Br4N7O7 in total, with properties calculated with ωB97M-V with the def2-TZVPD basis set.

The value obtained for the LUMO energy is -9.33 eV. The orbital gap comes out at 2.34 eV. Its HOMO energy is -0.429 Eh. The net charge is +3.

CARTESIAN COORDINATES (ANGSTROEM)
C1 8.776765 -3.983595 -8.899452
C2 9.157024 -3.375767 -10.276743
C3 8.841762 -1.887714 -10.161412
C4 9.560495 -1.184986 -11.354899
C5 11.068687 -1.272749 -11.373273
C6 11.561121 -2.744746 -11.383907
N1 10.707394 -3.653319 -10.467849
O1 11.033620 -4.982627 -10.479731
C7 13.027586 -2.619496 -10.838479
C8 11.559444 -3.329298 -12.796337
C9 8.314999 -3.908773 -11.483711
H1 9.323579 -3.604466 -8.036109
H2 8.881288 -5.067207 -8.845009
H3 7.807779 -3.667996 -8.512702
H4 9.139608 -1.526469 -9.177092
H5 7.781547 -1.635468 -10.181451
H6 9.209992 -0.154960 -11.420530
H7 9.123630 -1.549693 -12.284539
H8 11.389409 -0.615213 -10.565266
H9 11.511691 -0.589189 -12.097554
H10 13.556251 -1.912784 -11.478141
H11 13.565006 -3.560656 -10.954676
H12 13.033951 -2.377916 -9.775611
H13 10.618010 -3.456987 -13.330656
H14 12.032451 -4.311124 -12.815606
H15 12.188101 -2.791159 -13.505761
H16 8.249538 -4.990578 -11.367473
H17 8.620857 -3.708105 -12.510494
H18 7.312786 -3.480420 -11.470437
C10 12.372666 8.106892 -10.493149
C11 11.135462 7.164395 -10.660396
C12 9.879324 8.069388 -10.375206
C13 8.616379 7.625745 -11.154958
C14 8.810839 7.578380 -12.663795
C15 9.929116 6.514208 -13.072570
N2 11.184043 6.706713 -12.176992
O2 12.369077 6.013147 -12.584475
C16 10.305858 6.683996 -14.561390
C17 9.302472 5.132551 -12.945169
C18 11.157149 5.958784 -9.673702
H19 13.226664 7.458669 -10.689634
H20 12.394799 8.610255 -9.526596
H21 12.580536 8.809003 -11.300569
H22 10.154764 9.092099 -10.632677
H23 9.637986 8.010620 -9.313883
H24 7.796975 8.308380 -10.929845
H25 8.161975 6.716595 -10.761178
H26 9.193915 8.538929 -13.008330
H27 7.840410 7.360795 -13.109903
H28 10.824738 7.631517 -14.706581
H29 9.485954 6.639630 -15.278257
H30 10.952666 5.851686 -14.838883
H31 8.929724 5.115635 -11.921030
H32 9.834943 4.222693 -13.222167
H33 8.343638 5.044945 -13.456111
H34 11.204150 6.190771 -8.609706
H35 11.980727 5.271695 -9.867903
H36 10.287599 5.315898 -9.810372
C19 12.021045 2.435596 -20.864005
C20 12.306177 3.923876 -20.732612
N3 13.754764 4.417706 -21.033420
C21 14.222191 3.768943 -22.355197
C22 13.594836 5.964677 -21.292545
C23 14.945621 6.773610 -21.423984
C24 14.710099 4.263638 -19.829099
C25 14.842877 2.925489 -19.158012
O3 15.448098 1.884958 -19.965870
C26 15.793122 0.676949 -19.282779
H37 11.881273 2.102459 -21.892396
H38 11.165614 2.127057 -20.263058
H39 12.921534 1.886534 -20.588776
H40 12.237921 4.265863 -19.699904
H41 11.735383 4.632877 -21.332298
H42 13.348156 3.796270 -23.005901
H43 14.433752 2.726491 -22.117233
H44 15.004636 4.395547 -22.783275
H45 12.940667 6.308411 -20.491290
H46 13.178825 5.906621 -22.298354
H47 15.656224 6.375007 -22.148047
H48 15.526483 7.003746 -20.530823
H49 14.734266 7.737532 -21.886894
H50 14.273674 4.923684 -19.079446
H51 15.653507 4.589484 -20.267164
H52 13.841067 2.659754 -18.820573
H53 15.392949 3.064650 -18.227339
H54 16.452737 0.879029 -18.438869
H55 16.212618 -0.053022 -19.975070
H56 14.842063 0.231677 -18.990694
C27 3.923837 1.816985 -19.111706
C28 3.524381 1.207312 -17.726105
N4 3.512904 -0.348805 -17.687323
C29 4.966235 -0.876456 -17.918664
C30 3.140683 -0.790815 -16.244474
C31 2.835187 -2.277745 -16.100840
C32 2.690486 -0.976909 -18.832632
C33 1.141686 -0.885179 -18.671145
O4 0.702896 0.500252 -18.765247
C34 -0.681228 0.638433 -18.350449
H57 3.271797 1.578681 -19.952043
H58 4.883230 1.394379 -19.410135
H59 4.005864 2.897907 -18.997826
H60 2.498208 1.462964 -17.462065
H61 4.074737 1.583232 -16.863609
H62 5.095715 -1.902327 -17.573799
H63 5.643320 -0.180792 -17.422979
H64 5.148358 -0.993161 -18.986985
H65 2.365439 -0.125735 -15.863984
H66 3.892446 -0.393275 -15.562628
H67 3.651588 -2.953466 -16.355765
H68 2.047647 -2.563123 -16.798293
H69 2.317050 -2.481770 -15.163814
H70 3.034850 -1.991699 -19.031899
H71 2.872740 -0.421088 -19.752380
H72 0.688481 -1.420246 -17.836625
H73 0.704386 -1.460486 -19.487159
H74 -0.884792 1.634729 -17.957954
H75 -0.784595 0.134317 -17.389572
H76 -1.347741 0.152833 -19.063229
C35 8.236811 8.267977 -20.822002
C36 6.962548 7.359866 -20.653538
N5 7.148910 6.059263 -19.767682
C37 5.769480 5.306724 -19.693269
C38 8.165870 5.086439 -20.478407
C39 8.193533 3.632144 -19.912978
C40 7.632915 6.484455 -18.339956
C41 6.627523 7.212550 -17.405179
O5 6.140941 8.403392 -17.922945
C42 5.073340 9.105876 -17.281789
H77 7.964807 8.998575 -21.583808
H78 9.138910 7.698631 -21.045982
H79 8.352412 8.859737 -19.913958
H80 6.808223 6.908696 -21.633699
H81 6.064661 7.908483 -20.369071
H82 5.528436 5.144268 -20.743793
H83 5.037767 5.890083 -19.134353
H84 5.787002 4.355497 -19.161327
H85 9.093389 5.623150 -20.279034
H86 8.080139 4.981455 -21.559945
H87 7.926500 3.450435 -18.871931
H88 9.191216 3.219566 -20.063016
H89 7.513207 2.959893 -20.435790
H90 8.435641 7.221154 -18.371582
H91 7.988239 5.536594 -17.935732
H92 7.217383 7.373889 -16.502884
H93 5.734063 6.604417 -17.263762
H94 4.670804 9.864149 -17.953417
H95 5.513792 9.567514 -16.398048
H96 4.282960 8.419451 -16.978148
C43 9.847618 -4.423880 -15.717407
C44 8.784034 -4.596468 -16.835121
N6 7.879801 -5.855027 -16.700748
C45 8.711396 -7.077764 -17.183004
C46 7.285174 -6.183964 -15.315256
C47 7.026877 -7.695279 -15.134073
C48 6.635785 -5.714005 -17.713447
C49 7.098976 -5.483548 -19.180283
O6 7.653322 -6.540812 -19.918709
C50 6.774141 -7.665521 -20.154763
H97 9.211907 -4.177086 -14.867066
H98 10.431976 -3.533496 -15.949420
H99 10.489766 -5.283351 -15.524901
H100 9.228173 -4.682650 -17.826791
H101 8.070615 -3.773018 -16.867679
H102 8.008283 -7.899192 -17.320812
H103 9.458132 -7.319951 -16.426806
H104 9.266215 -6.847507 -18.092538
H105 6.416738 -5.542993 -15.163346
H106 8.038022 -5.934694 -14.567460
H107 6.494225 -7.778271 -14.186710
H108 7.883179 -8.367193 -15.075872
H109 6.194971 -7.978925 -15.778719
H110 5.933780 -4.918976 -17.461987
H111 6.159011 -6.684527 -17.576078
H112 7.726865 -4.594523 -19.121138
H113 6.231317 -5.070607 -19.694818
H114 6.310452 -8.141267 -19.290614
H115 7.249198 -8.472362 -20.712809
H116 5.946222 -7.278759 -20.748966
C51 10.468325 -0.671768 -15.176618
N7 9.983990 0.668931 -15.791769
C52 9.073048 0.254417 -16.987520
C53 9.224748 1.299805 -14.607124
C54 11.166271 1.632765 -16.202955
C55 10.602016 2.966043 -16.706185
O7 11.612429 3.526172 -17.373930
H117 10.800125 -1.228379 -16.053081
H118 9.671571 -1.227283 -14.681982
H119 11.351373 -0.461141 -14.573311
H120 8.421676 1.107214 -17.178705
H121 8.379425 -0.499589 -16.615411
H122 9.744659 -0.185297 -17.724885
H123 8.854609 2.288392 -14.878770
H124 10.023315 1.486240 -13.889053
H125 8.435906 0.661350 -14.209387
H126 11.712438 1.017360 -16.917848
H127 11.701955 1.733407 -15.259025
H128 10.285428 3.624249 -15.897089
H129 9.832177 2.952949 -17.477734
H130 11.664902 4.475473 -17.240963
Br1 6.266295 3.418615 -15.841728
Br2 14.116758 -0.779869 -15.525481
Br3 11.835190 2.739167 -11.888048
Br4 11.617629 6.940985 -17.883547

Forces on atoms 1 to 3 (eV/Å):
0.119 -0.692 0.292
-1.097 0.489 1.838
2.008 0.950 -0.937

Atom charges from the Mulliken analysis, given in e for atoms 1 to 5:
1 C -1.753
2 C 1.537
3 C -1.422
4 C -0.201
5 C -1.396



No. 2
Below is a structure of composition C5H6O, with properties calculated with ωB97M-V with the def2-TZVPD basis set.

The value obtained for the LUMO energy is 0.94 eV. The orbital gap comes out at 9.19 eV. Its HOMO energy is -0.303 Eh. The net charge is 0. Its relative energy (zero: lowest compared OMol25 entry of this formula, charge and spin) is 102.51 kcal per mole.

CARTESIAN COORDINATES (ANGSTROEM)
O1 -0.788343 -0.115558 1.606475
C1 -0.573137 -0.247216 0.269979
C2 0.457819 -1.185738 -0.320348
C3 1.262818 0.064451 -0.124644
C4 0.454010 1.181810 -0.041135
C5 -0.973700 0.847842 -0.569012
H1 0.233263 -1.506056 -1.342295
H2 0.748751 -2.023454 0.311209
H3 2.263400 0.056662 0.313684
H4 -0.323357 0.759898 1.729573
H5 -1.760594 1.496668 -0.192364
H6 -1.000932 0.670692 -1.641122

Forces on atoms 1 to 3 (eV/Å):
0.149 0.120 0.095
-0.085 0.066 -0.125
-0.077 -0.050 0.033

Atom charges from the natural (NBO) analysis, given in e for atoms 1 to 5:
1 O -0.684
2 C 0.428
3 C -0.493
4 C -0.194
5 C -0.197